{
  "formula": "C3H9NS2",
  "method": "ωB97M-V/def2-TZVPD",
  "symbols": ["C", "N", "C", "C", "S", "S", "H", "H", "H", "H", "H", "H", "H", "H", "H"],
  "positions_angstrom": [[-0.58, -1.98, -0.95], [0.27, -1.10, -0.12], [0.11, 0.22, -0.61], [1.13, 1.22, -0.01], [1.16, 1.32, 1.85], [-0.97, 1.51, 2.10], [-1.61, -1.98, -0.55], [-0.49, -1.59, -2.01], [-0.17, -3.01, -0.90], [-0.18, -1.01, 0.78], [-0.89, 0.64, -0.33], [0.17, 0.09, -1.71], [2.08, 0.85, -0.24], [0.85, 2.29, -0.35], [-0.87, 2.53, 3.05]],
  "mulliken_charge": [-0.7113, -0.3562, -0.6504, -0.7410, -0.0895, -0.2421, 0.2630, 0.2856, 0.2596, 0.3095, 0.3180, 0.4471, 0.4064, 0.3213, 0.1800],
  "e_homo_ev": -8.6,
  "smiles": "CNCCSS",
  "orbital_gap_ev": 8.85
}